(1)
H20O26S4Zn3 as an isolated structure, computed with ωB97M-V/def2-TZVPD.

## Properties
Net charge: -2
Orbital gap: 6.62 eV
LUMO: 3.22 eV

Last column: natural (NBO) charge in e.
CARTESIAN COORDINATES (ANGSTROEM)
Zn: 16.099 -7.435 -7.016  1.774
Zn: 13.698 -11.396 -6.192  1.780
Zn: 17.626 -10.628 -3.496  1.785
S: 15.285 -13.761 -6.554  2.576
S: 14.798 -9.047 -4.388  2.713
S: 15.438 -10.074 -8.865  2.624
S: 19.244 -7.689 -3.596  2.607
O: 18.226 -6.652 -3.246  -1.099
O: 12.889 -7.113 -1.380  -1.004
O: 17.464 -10.675 -1.376  -0.984
O: 14.272 -6.494 -7.213  -0.997
O: 15.816 -8.691 -8.346  -1.254
O: 14.906 -10.807 -7.665  -1.171
O: 19.553 -7.573 -5.037  -1.079
O: 13.982 -13.747 -7.266  -1.094
O: 17.588 -11.219 -5.500  -1.056
O: 16.619 -10.698 -9.430  -0.991
O: 12.405 -12.674 -5.132  -0.984
O: 15.468 -15.001 -5.786  -1.066
O: 12.333 -9.970 -1.647  -0.973
O: 15.913 -9.658 -3.643  -1.150
O: 16.178 -7.712 -1.503  -1.009
O: 14.073 -5.307 -4.274  -1.000
O: 16.457 -13.484 -7.376  -1.034
O: 18.613 -9.032 -3.326  -1.235
O: 14.395 -9.881 -9.884  -1.040
O: 14.089 -8.031 -3.633  -1.061
O: 15.152 -12.588 -5.582  -1.255
O: 16.695 -12.589 -3.183  -1.045
O: 13.813 -10.102 -4.770  -1.167
O: 15.431 -8.491 -5.586  -1.172
O: 20.447 -7.594 -2.768  -1.036
O: 16.861 -6.026 -5.619  -1.054
H: 13.157 -7.566 -2.220  0.504
H: 12.379 -9.867 -2.609  0.477
H: 13.913 -6.246 -3.983  0.503
H: 18.328 -11.143 -6.119  0.514
H: 12.461 -13.627 -4.967  0.528
H: 13.569 -7.157 -7.317  0.520
H: 13.303 -6.245 -1.439  0.484
H: 16.511 -10.720 -1.189  0.506
H: 12.211 -9.065 -1.303  0.492
H: 13.877 -5.644 -7.441  0.504
H: 16.230 -13.267 -2.687  0.501
H: 16.954 -11.866 -5.939  0.564
H: 15.864 -8.403 -2.117  0.472
H: 16.206 -12.590 -4.068  0.540
H: 17.455 -5.499 -6.179  0.488
H: 17.898 -10.547 -0.526  0.506
H: 16.972 -7.362 -2.008  0.506
H: 17.424 -6.251 -4.786  0.573
H: 14.977 -5.322 -4.615  0.478
H: 11.630 -12.350 -4.651  0.488

---

(2)
A 6-piece molecular cluster, C24H51B3O18 overall, computed with ωB97M-V/def2-TZVPD.

## Properties
Structure (SMILES): CC(C)CB1OBOBO1.CCOC(=O)OC.CCOC(=O)OC.CCOC(=O)OC.CCOC(=O)OC.CCOC(=O)OC
Orbital gap: 10.91 eV
LUMO: 0.30 eV

Last column: Löwdin charge in e.
CARTESIAN COORDINATES (ANGSTROEM)
O: -2.185 -8.910 -1.273  -0.014
O: -1.237 -7.771 -2.893  0.018
O: -3.610 4.793 2.918  -0.013
O: 3.712 1.174 -1.077  0.133
O: 4.072 3.918 -7.737  0.024
O: 4.009 2.482 -9.398  -0.007
O: 3.138 3.318 0.324  0.114
O: -0.547 -4.862 1.996  -0.010
O: 4.901 3.434 -1.638  0.098
O: -1.907 -5.225 3.810  0.105
O: -2.237 -9.777 -3.397  0.108
O: -3.432 6.724 1.887  0.021
O: 0.068 2.303 7.986  -0.006
O: -4.427 4.973 0.780  0.107
O: 1.016 3.443 6.365  0.025
O: -0.484 -3.426 3.657  0.019
O: 0.016 1.436 5.861  0.099
O: 2.650 2.119 -7.584  0.106
C: -2.963 -10.026 -0.843  -0.051
C: 3.659 4.360 -6.439  -0.215
C: -3.872 5.447 1.759  -0.550
C: -0.177 -3.763 6.041  -0.069
C: 1.357 3.624 4.986  -0.216
C: 3.531 1.257 -9.949  -0.053
C: 1.555 1.193 0.576  -0.076
C: 0.341 2.303 6.658  -0.549
C: -0.897 -7.589 -4.273  -0.221
C: 1.027 -0.180 -0.144  -0.383
C: -5.094 8.081 0.751  -0.070
C: 0.164 4.145 4.203  -0.063
C: -2.089 -7.069 -5.055  -0.069
C: -1.913 -8.911 -2.601  -0.550
C: 3.487 2.778 -8.182  -0.549
C: 4.379 3.581 -5.353  -0.068
C: 2.061 -1.474 0.028  -0.098
C: -0.710 1.188 8.415  -0.052
C: -1.026 -6.087 1.445  -0.050
C: -1.070 -4.566 3.212  -0.550
C: 0.500 0.022 -1.701  -0.098
C: -0.898 -2.984 4.955  -0.218
C: -3.663 7.575 0.757  -0.222
C: -4.092 3.451 2.944  -0.051
B: 3.960 4.031 -0.671  -0.206
B: 4.459 2.068 -1.979  -0.211
B: 2.860 1.906 -0.122  -0.383
H: -3.984 -9.937 -1.227  0.100
H: 1.630 -2.353 -0.647  0.085
H: 0.052 -0.508 0.464  0.132
H: 3.926 5.420 -6.364  0.124
H: -0.258 0.242 8.099  0.093
H: 0.705 2.024 0.662  0.133
H: 3.175 -1.222 -0.216  0.078
H: -0.459 -4.820 6.022  0.075
H: -3.411 7.062 -0.178  0.124
H: -5.186 3.450 2.991  0.099
H: -1.987 -3.049 5.064  0.124
H: -0.666 -6.160 0.415  0.094
H: 4.140 3.983 -4.364  0.071
H: -5.245 8.807 -0.052  0.080
H: 0.642 -1.023 -2.245  0.081
H: -2.120 -6.116 1.429  0.098
H: -1.805 -6.836 -6.086  0.080
H: -2.495 -6.167 -4.585  0.082
H: -1.730 1.276 8.031  0.099
H: 2.165 4.363 4.952  0.125
H: -3.002 -10.013 0.250  0.094
H: 3.931 0.412 -9.381  0.099
H: 0.448 4.377 3.173  0.079
H: 4.097 2.524 -5.373  0.073
H: 3.891 1.184 -10.979  0.094
H: -2.977 8.423 0.853  0.123
H: -0.683 0.174 -1.643  0.089
H: -0.631 -1.924 5.030  0.121
H: 1.040 0.880 -2.284  0.080
H: -5.340 8.553 1.708  0.082
H: 1.879 0.937 1.696  0.135
H: 2.570 4.295 -6.330  0.125
H: -3.706 2.969 3.847  0.092
H: 3.886 5.227 -0.665  0.101
H: -0.748 1.201 9.508  0.095
H: 1.987 -1.809 1.165  0.086
H: -2.511 -10.972 -1.159  0.098
H: -2.898 -7.806 -5.079  0.076
H: 2.436 1.228 -9.966  0.097
H: -3.742 2.885 2.076  0.098
H: -5.803 7.259 0.611  0.076
H: -0.626 -6.932 2.013  0.100
H: 1.751 2.697 4.553  0.121
H: -0.089 -6.850 -4.306  0.123
H: 4.790 1.653 -3.054  0.103
H: -0.241 5.046 4.673  0.085
H: 0.906 -3.720 5.892  0.082
H: -0.644 3.407 4.180  0.069
H: -0.502 -8.516 -4.705  0.125
H: 5.463 3.624 -5.502  0.091
H: -0.416 -3.361 7.030  0.077

---

(3)
A 3-piece molecular cluster, C24H51NO13P4 overall, computed with ωB97M-V/def2-TZVPD.

## Properties
Structure (SMILES): CC(=O)OCP(C)(CN)(Cc1ccccc1)P(=O)(O)O.CCOP(=O)(OCC)OCC.CCOP(=O)(OCC)OCC
Orbital gap: 8.62 eV
LUMO: 0.31 eV

Last column: Löwdin charge in e.
CARTESIAN COORDINATES (ANGSTROEM)
P: -6.293 5.380 1.053  0.464
P: 2.875 -6.093 -2.299  0.462
P: 4.588 0.341 0.442  0.438
P: 2.437 0.147 1.401  0.814
O: 5.677 -0.389 1.425  -0.202
O: 2.822 -6.002 -0.828  -0.228
O: -5.972 6.408 -0.147  -0.195
O: 3.479 -4.685 -2.791  -0.188
O: -1.598 1.249 3.497  0.111
O: 0.621 1.322 3.085  -0.112
O: 4.713 -0.252 -0.902  -0.319
O: -5.166 4.381 0.521  -0.166
O: 1.964 -6.182 -3.611  -0.166
O: 5.088 1.901 0.455  -0.183
O: 4.059 -7.107 -2.722  -0.174
O: -5.487 6.066 2.275  -0.177
O: -7.739 5.512 1.300  -0.225
N: 0.870 -2.092 0.766  -0.022
C: 3.269 0.073 3.045  -0.191
C: 1.917 1.708 0.502  -0.217
C: -4.874 3.151 1.202  -0.262
C: 2.189 1.390 -3.786  -0.082
C: -5.311 4.827 4.372  -0.072
C: 4.345 -8.281 -1.960  -0.274
C: 5.019 -3.534 -1.318  -0.064
C: -7.357 8.393 -0.336  -0.074
C: -7.022 7.025 -0.894  -0.284
C: 3.032 2.254 -3.114  -0.068
C: 0.717 0.111 2.264  -0.274
C: 2.055 1.628 -1.006  -0.290
C: 2.967 2.375 -1.736  -0.059
C: 1.194 0.789 -1.706  -0.070
C: 0.228 -7.655 -2.668  -0.083
C: 1.103 -7.303 -3.854  -0.262
C: 1.246 0.659 -3.080  -0.072
C: 3.620 -3.584 -1.887  -0.282
C: -0.627 1.865 3.128  -0.542
C: 2.174 -1.448 0.509  -0.358
C: -6.106 2.323 1.506  -0.079
C: 3.645 -9.504 -2.518  -0.075
C: -5.956 5.976 3.622  -0.274
C: -0.673 3.310 2.691  0.023
H: -6.544 9.094 -0.534  0.074
H: -6.840 2.891 2.087  0.065
H: 2.562 -9.425 -2.398  0.058
H: -5.594 4.852 5.425  0.081
H: -7.043 5.890 3.652  0.109
H: 1.702 -8.157 -4.179  0.105
H: 4.040 0.836 3.125  0.041
H: -4.298 3.365 2.105  0.100
H: 2.332 -1.381 -0.568  0.065
H: 3.627 3.056 -1.218  0.105
H: 0.311 3.740 2.870  0.085
H: 0.823 -7.845 -1.769  0.063
H: 0.450 0.209 -1.167  0.103
H: -7.903 6.386 -0.924  0.104
H: 0.475 -7.024 -4.699  0.120
H: 3.972 -10.403 -1.994  0.080
H: 2.583 0.184 3.881  0.048
H: -4.224 4.877 4.302  0.075
H: -1.435 3.863 3.227  0.079
H: 5.425 -8.425 -2.014  0.119
H: -7.495 8.356 0.744  0.074
H: -6.594 2.009 0.583  0.086
H: 0.160 -1.596 0.236  0.055
H: 0.583 -0.013 -3.607  0.104
H: -8.265 8.785 -0.796  0.076
H: -0.455 -6.836 -2.439  0.085
H: -5.833 1.435 2.075  0.086
H: -4.217 2.583 0.544  0.119
H: 5.729 -3.237 -2.090  0.083
H: 5.336 -4.510 -0.949  0.077
H: -5.690 6.918 4.102  0.118
H: 2.866 -3.638 -1.101  0.077
H: 3.714 -0.919 3.124  0.061
H: 0.904 -3.001 0.314  0.070
H: -6.658 7.119 -1.919  0.116
H: -5.630 3.865 3.965  0.061
H: -0.361 -8.547 -2.882  0.084
H: 5.080 -2.810 -0.506  0.051
H: 3.769 2.832 -3.654  0.107
H: 2.280 1.294 -4.860  0.103
H: 2.937 -2.135 0.887  0.098
H: 4.815 2.325 1.278  0.060
H: -0.839 3.289 1.612  0.090
H: 2.447 2.584 0.881  0.097
H: 0.864 1.915 0.672  0.072
H: 3.423 -2.675 -2.458  0.118
H: 0.598 -0.735 2.937  0.095
H: 6.547 -0.078 1.134  0.071
H: 4.086 -8.138 -0.910  0.109
H: -0.111 0.146 1.556  0.089
H: 3.859 -9.623 -3.581  0.081

---

(4)
A 11-piece molecular cluster, C38H62O17S5 overall, computed with ωB97M-V/def2-TZVPD.

## Properties
Net charge: -1
Orbital gap (alpha / beta): 7.50 / 5.10 eV
LUMO (alpha / beta): 1.72 / -0.23 eV
Spin multiplicity: 2
<S²>: 0.788

Last column: Löwdin charge in e.
CARTESIAN COORDINATES (ANGSTROEM)
S: -0.059 -4.757 2.827  0.809
S: -0.817 -1.377 6.384  0.841
S: 2.829 -4.362 -3.810  0.849
S: -0.501 5.372 -0.342  0.832
S: -2.007 3.105 4.284  0.829
O: 4.583 2.831 -1.816  0.055
O: 6.185 -1.885 0.232  0.063
O: -5.370 1.537 -2.052  0.103
O: 0.015 -1.167 2.536  0.055
O: 5.124 4.012 -0.088  0.088
O: -0.077 1.125 -2.380  -0.023
O: 0.775 -4.242 3.977  -0.539
O: -1.088 4.216 -1.183  -0.568
O: 3.881 -3.881 -4.815  -0.602
O: 4.959 -1.031 1.847  0.128
O: -1.299 4.380 3.901  -0.571
O: -2.255 1.597 -0.374  0.056
O: 0.552 -1.409 5.660  -0.562
O: -6.916 0.724 -0.581  0.022
O: -4.597 -3.109 2.557  0.008
O: 2.132 -1.606 0.630  0.018
O: -6.376 -1.700 2.308  0.076
C: 3.514 4.869 -1.845  -0.076
C: -3.225 2.621 3.020  -0.277
C: -7.439 1.098 0.650  -0.164
C: -0.008 -0.578 1.429  -0.230
C: 5.827 -0.426 -1.462  -0.184
C: 0.330 4.467 1.030  -0.236
C: -1.122 0.995 -0.130  -0.306
C: 2.054 -2.917 -3.076  -0.279
C: -2.057 -1.861 5.110  -0.266
C: -5.422 2.306 0.296  -0.099
C: 1.167 -0.890 0.343  -0.324
C: -0.277 -6.597 3.050  -0.253
C: 0.998 -0.143 -0.869  0.009
C: -0.737 1.731 4.149  -0.204
C: 4.783 -0.246 -0.459  -0.101
C: 2.393 2.282 -6.564  -0.099
C: -0.049 0.717 -1.151  -0.337
C: 1.870 1.677 -5.460  -0.146
C: -6.713 2.410 0.987  -0.175
C: -0.840 -3.043 7.295  -0.240
C: -4.440 -1.367 0.830  -0.046
C: -1.873 6.091 0.623  -0.269
C: -5.241 -2.023 1.975  -0.403
C: 3.919 0.399 -6.767  -0.084
C: 1.008 -4.821 1.330  -0.232
C: -1.044 0.405 1.064  0.048
C: -3.391 -3.365 1.842  -0.169
C: -5.871 1.492 -0.926  -0.445
C: 2.630 3.894 -2.480  -0.200
C: 3.384 -0.155 -5.604  -0.059
C: 6.325 -1.841 -1.171  -0.143
C: -3.444 -2.494 0.567  -0.124
C: 3.493 2.766 -2.788  -0.129
C: 2.336 0.546 -4.938  -0.109
C: 4.497 3.919 -1.136  -0.499
C: 1.386 -4.766 -4.986  -0.231
C: 3.366 1.608 -7.307  -0.079
C: 5.283 -1.070 0.690  -0.518
H: 5.713 -2.474 -1.812  0.122
H: -6.542 2.659 2.035  0.112
H: 1.789 3.671 -1.824  0.112
H: 7.366 -1.866 -1.494  0.125
H: -1.013 -7.071 2.401  0.042
H: -7.308 3.238 0.602  0.118
H: -3.048 -1.996 5.543  0.056
H: -3.655 1.636 3.201  0.052
H: -0.312 1.932 3.166  0.036
H: -3.412 -4.426 1.595  0.121
H: -2.469 -2.131 0.241  0.109
H: -2.506 5.361 1.128  0.044
H: 1.043 -3.928 -5.594  0.054
H: 4.644 0.800 -0.187  0.129
H: 1.121 2.218 -4.900  0.116
H: 1.969 3.229 -6.861  0.100
H: -1.251 0.771 4.204  0.011
H: -4.024 -0.385 1.056  0.102
H: 2.899 5.430 -1.141  0.116
H: -0.272 -3.021 8.225  0.035
H: 1.964 0.113 -4.021  0.078
H: -3.819 -3.203 -0.171  0.116
H: -0.459 3.898 1.521  0.017
H: 2.668 -2.456 -2.302  0.039
H: 2.960 1.817 -2.725  0.111
H: 3.765 -1.100 -5.246  0.080
H: -1.391 6.859 1.227  0.046
H: -7.136 0.396 1.427  0.103
H: -8.523 1.158 0.557  0.130
H: -2.667 6.613 0.089  0.046
H: 1.710 -0.392 -1.642  0.080
H: 1.472 -3.865 1.086  0.030
H: -1.846 -3.270 7.647  0.035
H: 4.705 -0.025 -7.375  0.090
H: 1.156 -3.296 -2.589  0.055
H: -5.210 -1.189 0.080  0.121
H: -1.924 -1.141 4.302  0.008
H: 3.820 -0.626 -0.798  0.098
H: 0.689 5.225 1.727  0.053
H: 3.940 5.589 -2.544  0.131
H: -0.367 -3.814 6.688  0.043
H: 1.777 -5.575 1.498  0.049
H: 1.685 -5.588 -5.635  0.039
H: -1.791 0.486 1.840  0.098
H: 0.331 -5.122 0.531  0.042
H: -1.720 -2.802 4.675  0.030
H: 0.047 1.855 4.896  0.065
H: 6.647 0.289 -1.400  0.123
H: 3.884 2.830 -3.803  0.129
H: -2.547 -3.083 2.472  0.076
H: -0.629 -6.653 4.080  0.033
H: 5.414 -0.309 -2.464  0.114
H: 0.657 -7.159 3.080  0.046
H: 3.894 2.005 -8.161  0.087
H: -5.168 3.289 -0.100  0.138
H: -4.660 1.807 0.895  0.087
H: 1.100 3.810 0.625  0.048
H: 2.252 4.352 -3.394  0.133
H: 1.775 -2.211 -3.859  0.046
H: -2.775 2.589 2.028  0.029
H: 0.580 -5.139 -4.354  0.034
H: -4.038 3.332 3.164  0.045

---

(5)
One molecule with the formula C6H13N, computed with ωB97M-V/def2-TZVPD.

## Properties
Energy above the lowest of the compared OMol25 structures with the same formula, charge and spin: 42.7 kcal per mole
Structure (SMILES): C=C(C)NCCC
Orbital gap: 9.31 eV
LUMO: 1.13 eV

Last column: natural (NBO) charge in e.
CARTESIAN COORDINATES (ANGSTROEM)
N: -0.186 0.512 -0.318  -0.702
C: -1.063 0.553 -2.687  -0.453
C: 1.424 0.799 1.524  -0.383
C: -0.847 -0.196 -1.604  0.197
C: -1.202 -1.654 -1.560  -0.669
C: 0.603 0.646 2.784  -0.619
C: 0.848 -0.229 0.240  -0.184
H: -1.660 -2.001 -2.495  0.226
H: -1.915 -1.849 -0.752  0.222
H: 1.686 -0.354 -0.451  0.171
H: 0.532 -0.406 3.083  0.205
H: 2.447 0.446 1.676  0.197
H: -0.317 -2.278 -1.398  0.220
H: 0.565 -1.183 0.695  0.162
H: 1.065 1.186 3.620  0.210
H: -0.413 1.029 2.654  0.201
H: -1.624 0.178 -3.543  0.197
H: 1.469 1.836 1.187  0.197
H: -0.816 1.608 -2.720  0.204
H: -0.597 1.357 0.065  0.401

---

(6)
C14H23HfN2PS as an isolated structure, computed with ωB97M-V/def2-TZVPD.

## Properties
Energy above the lowest of the compared OMol25 structures with the same formula, charge and spin: 47.7 kcal per mole
Net charge: +2
Orbital gap (alpha / beta): 4.99 / 4.99 eV
LUMO (alpha / beta): -10.00 / -10.00 eV

Last column: natural (NBO) charge in e.
CARTESIAN COORDINATES (ANGSTROEM)
Hf: -0.573 -0.343 -0.015  1.900
S: -0.252 -2.619 1.101  0.010
P: -0.880 0.205 -2.324  0.744
N: 1.555 2.241 1.028  -0.414
N: -3.202 -1.937 1.438  -0.129
C: 4.113 -0.101 -1.009  -0.228
C: 2.998 0.100 1.195  -0.467
C: 2.897 -0.063 -0.301  0.104
C: 2.606 1.507 1.725  -0.225
C: 2.021 3.029 -0.078  -0.426
C: -2.014 -2.074 1.218  -0.155
C: -0.598 1.882 -2.954  -0.907
C: 1.639 -0.197 -0.957  -0.565
C: 4.161 -0.371 -2.375  -0.132
C: 0.471 -0.771 -3.102  -0.681
C: 2.957 -0.624 -3.022  -0.210
C: 0.650 2.941 1.906  -0.415
C: 1.747 -0.512 -2.336  -0.049
C: -2.409 -0.299 -3.066  -0.948
H: 2.264 1.373 2.772  0.223
H: 2.928 -0.908 -4.076  0.238
H: 1.186 3.393 -0.682  0.200
H: 0.162 -1.829 -3.087  0.264
H: -2.112 0.746 0.553  0.082
H: -0.866 1.858 -4.013  0.280
H: -3.209 0.280 -2.590  0.265
H: 1.111 3.897 2.217  0.215
H: -0.309 3.140 1.418  0.188
H: -1.242 2.597 -2.425  0.265
H: 0.494 -0.468 -4.152  0.273
H: 5.048 0.086 -0.465  0.240
H: 2.463 -0.695 1.757  0.217
H: -2.317 0.365 -0.147  0.029
H: 3.528 2.146 1.673  0.211
H: 0.443 2.208 -2.844  0.285
H: 4.067 0.017 1.485  0.252
H: -2.321 -0.071 -4.130  0.284
H: -2.561 -1.368 -2.882  0.275
H: 2.582 3.887 0.332  0.215
H: 2.673 2.434 -0.729  0.226
H: 5.109 -0.408 -2.906  0.253
H: 0.452 2.325 2.802  0.212